1.
# C34H37BeI2N4O3Sb

C34H37BeI2N4O3Sb as an isolated structure (ωB97M-V/def2-TZVPD, OMol25).

Geometry (Å):
Be (1.251, 0.502, 1.475)
I (8.066, -1.990, 1.239)
C (6.214, -0.970, 1.196)
C (6.194, 0.413, 1.146)
C (4.970, 1.040, 1.124)
I (4.788, 3.135, 1.040)
C (3.755, 0.343, 1.131)
O (2.639, 1.013, 1.078)
C (3.811, -1.062, 1.181)
C (2.540, -1.853, 1.072)
N (1.419, -1.265, 1.810)
C (1.474, -1.430, 3.259)
C (1.537, -0.082, 3.918)
C (2.024, 0.146, 5.197)
C (1.947, 1.430, 5.716)
C (1.341, 2.424, 4.962)
C (0.898, 2.116, 3.686)
N (1.027, 0.897, 3.180)
C (5.039, -1.700, 1.212)
H (7.106, 0.988, 1.118)
H (2.710, -2.892, 1.382)
H (2.240, -1.844, 0.019)
H (0.576, -1.690, 1.431)
H (2.321, -2.055, 3.561)
H (0.552, -1.911, 3.609)
H (2.456, -0.659, 5.769)
H (2.343, 1.647, 6.698)
H (1.227, 3.424, 5.346)
H (0.410, 2.829, 3.037)
H (5.075, -2.780, 1.219)
C (-4.079, -4.119, -0.055)
C (-2.651, -3.625, -0.157)
Sb (-2.113, -1.630, 0.641)
C (-3.382, -1.661, 2.459)
C (-4.776, -1.085, 2.329)
C (-3.373, -0.318, -0.574)
C (-4.587, -0.896, -1.270)
H (-4.129, -5.166, -0.359)
H (-4.743, -3.555, -0.702)
H (-4.446, -4.049, 0.966)
H (-2.317, -3.617, -1.194)
H (-1.991, -4.303, 0.390)
H (-2.824, -1.089, 3.202)
H (-3.424, -2.695, 2.798)
H (-4.743, -0.080, 1.918)
H (-5.251, -1.025, 3.309)
H (-5.402, -1.700, 1.688)
H (-2.691, 0.091, -1.312)
H (-3.665, 0.500, 0.082)
H (-4.292, -1.676, -1.969)
H (-5.089, -0.115, -1.846)
H (-5.297, -1.303, -0.553)
O (-0.977, 2.866, 1.261)
C (-0.649, 2.160, 0.335)
N (-0.944, 2.368, -0.981)
C (-0.230, 1.444, -1.838)
C (0.281, 0.470, -0.778)
O (0.792, -0.624, -0.961)
N (0.046, 0.972, 0.442)
C (-1.090, 0.755, -2.880)
C (-2.222, 1.367, -3.401)
C (-2.952, 0.749, -4.400)
C (-2.557, -0.481, -4.898)
C (-1.438, -1.101, -4.372)
C (-0.701, -0.482, -3.379)
C (0.875, 2.141, -2.629)
C (2.171, 1.653, -2.704)
C (3.104, 2.285, -3.512)
C (2.752, 3.401, -4.251)
C (1.465, 3.903, -4.162)
C (0.533, 3.274, -3.360)
H (-1.209, 3.287, -1.294)
H (-2.557, 2.316, -3.011)
H (-3.833, 1.234, -4.792)
H (-3.121, -0.951, -5.687)
H (-1.124, -2.068, -4.732)
H (0.163, -0.975, -2.964)
H (2.448, 0.781, -2.132)
H (4.109, 1.893, -3.574)
H (3.472, 3.873, -4.904)
H (1.180, 4.776, -4.732)
H (-0.473, 3.664, -3.313)

Summary:
frontier orbital gap = 7.89 eV
total charge = 0
E_LUMO = 0.143 eV
ΔE to the lowest compared entry with this formula, charge and spin = 108.0 kJ/mol
HOMO level = -7.749 eV



2.
# C34H37BrCl8F2MgN2NaO11

C34H37BrCl8F2MgN2NaO11 as an isolated structure (ωB97M-V/def2-TZVPD, OMol25).

Geometry (Å):
C (-6.138, 3.560, 2.082)
C (-5.509, 2.736, 0.767)
Cl (-6.581, 2.363, -0.719)
C (-4.050, 2.361, 0.838)
Cl (-3.113, 2.857, 2.423)
C (-3.250, 1.565, -0.407)
C (-2.948, 2.775, -1.446)
C (-1.397, 3.210, -1.672)
O (-0.848, 4.412, -1.457)
O (-4.095, 0.648, -1.252)
C (-3.267, -0.152, -2.108)
O (-3.380, -0.415, -3.417)
O (-2.242, -0.575, -1.120)
C (-2.189, 0.415, 0.007)
C (-2.629, -0.550, 1.273)
C (-3.605, -1.806, 0.868)
C (-2.768, -3.233, 0.616)
Cl (-2.825, -3.797, -1.166)
N (-0.718, 0.651, 0.127)
C (-0.289, 1.325, 1.401)
O (-0.102, 2.673, 1.358)
F (-0.001, 0.676, 2.703)
C (0.135, -0.528, -0.259)
O (0.498, -1.553, 0.514)
F (0.699, -0.535, -1.661)
H (-5.681, 4.659, 2.109)
H (-7.297, 3.539, 2.062)
H (-5.783, 3.053, 3.103)
H (-3.516, 3.738, -1.039)
H (-3.416, 2.597, -2.530)
H (-0.665, 2.385, -2.129)
H (-1.693, -1.039, 1.832)
H (-3.204, 0.043, 2.135)
H (-4.369, -1.588, 0.010)
H (-4.266, -2.028, 1.837)
H (-1.646, -3.131, 1.010)
H (-3.241, -4.110, 1.248)
Na (-0.482, 2.505, 3.246)
C (1.722, -4.279, -3.386)
C (0.492, -5.075, -3.793)
C (-0.486, -4.219, -4.582)
O (-0.154, -5.576, -2.625)
H (1.447, -3.435, -2.743)
H (2.411, -4.904, -2.809)
H (2.250, -3.893, -4.263)
H (0.795, -5.938, -4.396)
H (-0.839, -3.373, -3.981)
H (-1.372, -4.801, -4.857)
H (-0.024, -3.831, -5.495)
H (-0.426, -4.817, -2.084)
O (-4.537, -2.478, -5.739)
H (-3.833, -1.908, -5.394)
H (-5.251, -1.860, -5.960)
C (9.789, 6.120, 3.775)
C (9.285, 6.412, 5.042)
C (7.956, 6.115, 5.351)
C (7.125, 5.534, 4.385)
C (7.622, 5.265, 3.111)
C (8.961, 5.548, 2.808)
C (6.741, 4.699, 2.069)
O (7.178, 4.459, 0.950)
C (5.325, 4.435, 2.392)
C (4.465, 3.953, 1.397)
C (3.127, 3.687, 1.698)
C (2.648, 3.893, 2.991)
C (3.502, 4.379, 3.983)
C (4.841, 4.660, 3.680)
C (5.726, 5.207, 4.726)
O (5.305, 5.393, 5.862)
H (10.826, 6.343, 3.538)
H (9.926, 6.869, 5.792)
H (7.571, 6.340, 6.344)
H (9.360, 5.328, 1.820)
H (4.831, 3.786, 0.385)
H (2.459, 3.318, 0.922)
H (1.608, 3.680, 3.227)
H (3.120, 4.542, 4.989)
C (1.016, -1.105, -7.651)
Cl (-0.631, -1.335, -8.292)
Cl (1.994, -2.554, -7.994)
Cl (1.763, 0.314, -8.427)
Cl (0.937, -0.846, -5.890)
C (-5.172, -6.316, 0.282)
O (-5.923, -5.874, 1.143)
N (-4.902, -7.650, 0.065)
C (-3.999, -8.091, -0.977)
C (-5.539, -8.643, 0.905)
H (-4.635, -5.648, -0.411)
H (-4.545, -8.740, -1.667)
H (-3.177, -8.649, -0.520)
H (-3.591, -7.241, -1.531)
H (-6.625, -8.550, 0.806)
H (-5.263, -8.459, 1.947)
H (-5.229, -9.651, 0.614)
Br (11.342, 4.072, 4.390)
Mg (12.247, 5.432, 6.342)
Cl (-5.686, 0.248, -3.449)

Summary:
frontier orbital gap = 0.69 eV
total charge = +1
E_LUMO = -7.194 eV
HOMO level = -7.880 eV



3.
# C34H37EuN4O2S2

C34H37EuN4O2S2 as an isolated structure (ωB97M-V/def2-TZVPD, OMol25).

Geometry (Å):
Eu (-0.833, -0.197, 0.644)
C (1.890, 4.368, -1.341)
S (1.975, 3.689, 0.327)
C (1.485, 2.012, 0.118)
S (1.392, 1.151, 1.634)
N (1.265, 1.563, -1.072)
N (0.901, 0.197, -1.093)
C (1.732, -0.546, -1.702)
C (1.596, -1.998, -1.785)
C (2.624, -2.735, -2.243)
C (2.634, -4.171, -1.956)
C (1.591, -4.794, -1.404)
C (0.286, -4.066, -1.273)
N (0.479, -2.607, -1.317)
H (2.888, 4.544, -1.736)
H (1.345, 5.310, -1.302)
H (1.367, 3.667, -1.986)
H (2.624, -0.097, -2.136)
H (3.475, -2.245, -2.694)
H (3.553, -4.719, -2.119)
H (1.661, -5.831, -1.098)
H (-0.398, -4.394, -2.073)
C (-5.381, 2.413, -1.726)
C (-4.392, 1.936, -0.656)
C (-5.154, 1.374, 0.539)
C (-3.408, 0.973, -1.290)
C (-3.486, -0.411, -1.143)
C (-2.715, -1.262, -1.940)
C (-1.845, -0.763, -2.902)
C (-1.104, -1.661, -3.852)
C (-1.708, 0.621, -2.989)
C (-2.470, 1.467, -2.203)
H (-6.073, 3.147, -1.308)
H (-5.969, 1.569, -2.098)
H (-4.875, 2.869, -2.577)
H (-3.826, 2.814, -0.329)
H (-5.921, 0.667, 0.211)
H (-5.667, 2.182, 1.063)
H (-4.502, 0.861, 1.242)
H (-4.187, -0.841, -0.440)
H (-2.822, -2.334, -1.825)
H (-0.027, -1.494, -3.808)
H (-1.427, -1.465, -4.877)
H (-1.284, -2.712, -3.631)
H (-1.001, 1.042, -3.697)
H (-2.381, 2.539, -2.335)
O (-1.010, -0.366, 3.287)
C (-1.973, 0.173, 2.740)
O (-2.668, -0.405, 1.824)
C (-2.069, 1.683, 2.747)
C (-2.329, 2.466, 3.886)
C (-2.337, 3.819, 3.728)
C (-2.048, 4.385, 2.464)
C (-2.048, 5.784, 2.234)
C (-1.750, 6.278, 0.999)
C (-1.413, 5.399, -0.058)
C (-1.392, 4.050, 0.139)
C (-1.738, 3.516, 1.401)
N (-1.777, 2.162, 1.562)
H (-2.519, 1.990, 4.838)
H (-2.553, 4.475, 4.564)
H (-2.287, 6.449, 3.054)
H (-1.758, 7.346, 0.825)
H (-1.157, 5.804, -1.029)
H (-1.101, 3.364, -0.646)
C (-1.161, -6.103, 0.524)
C (-1.334, -4.635, 0.919)
C (-0.874, -4.439, 2.368)
C (-2.815, -4.251, 0.807)
C (-0.503, -3.772, 0.011)
C (-0.305, -2.437, -0.102)
H (-1.767, -6.746, 1.167)
H (-0.121, -6.420, 0.623)
H (-1.473, -6.276, -0.509)
H (-1.488, -5.036, 3.048)
H (-0.953, -3.392, 2.666)
H (0.169, -4.741, 2.486)
H (-3.428, -4.864, 1.474)
H (-3.174, -4.401, -0.215)
H (-2.969, -3.203, 1.073)

Summary:
<S²> = 12.0247
2S+1 = 7
frontier orbital gap (alpha / beta) = 6.09 / 6.51 eV
total charge = 0
E_LUMO (alpha / beta) = -0.809 / -0.394 eV
ΔE to the lowest compared entry with this formula, charge and spin = 211.5 kJ/mol
HOMO level (alpha / beta) = -6.903 / -6.909 eV



4.
# C34H37N3O9PRhSSe

C34H37N3O9PRhSSe as an isolated structure (ωB97M-V/def2-TZVPD, OMol25).

Geometry (Å):
Rh (0.708, -0.528, -1.402)
O (1.785, 6.432, -0.713)
C (1.108, 5.834, -1.811)
C (1.105, 4.331, -1.708)
C (0.383, 3.598, -2.674)
C (0.398, 2.224, -2.589)
N (1.038, 1.555, -1.633)
C (1.758, 2.236, -0.687)
C (1.790, 3.660, -0.739)
C (2.425, 1.481, 0.313)
C (3.161, 2.088, 1.370)
C (3.879, 1.332, 2.252)
C (4.703, 1.959, 3.335)
O (6.090, 2.053, 2.975)
C (3.891, -0.076, 2.076)
C (3.116, -0.602, 1.061)
N (2.365, 0.103, 0.230)
H (1.771, 7.385, -0.846)
H (1.593, 6.122, -2.756)
H (0.067, 6.187, -1.851)
H (-0.161, 4.085, -3.471)
H (-0.118, 1.604, -3.313)
H (2.361, 4.219, -0.017)
H (3.154, 3.161, 1.487)
H (4.630, 1.364, 4.257)
H (4.356, 2.973, 3.549)
H (6.203, 1.487, 2.204)
H (4.460, -0.724, 2.728)
H (3.099, -1.676, 0.911)
N (-1.041, 0.145, -0.435)
S (-1.900, -0.136, 0.893)
C (-3.553, 0.244, 0.639)
C (-4.525, -0.772, 0.885)
C (-5.854, -0.462, 0.939)
C (-6.307, 0.871, 0.780)
C (-5.348, 1.877, 0.574)
C (-4.007, 1.600, 0.507)
C (-1.407, 1.156, 2.045)
C (-0.726, 2.282, 1.608)
C (-0.367, 3.265, 2.517)
C (-0.681, 3.121, 3.862)
C (-1.374, 1.993, 4.294)
C (-1.743, 1.015, 3.390)
H (-1.559, 0.740, -1.079)
H (-4.197, -1.794, 0.997)
H (-6.572, -1.260, 1.093)
H (-7.361, 1.109, 0.816)
H (-5.671, 2.905, 0.452)
H (-3.296, 2.398, 0.337)
H (-0.470, 2.362, 0.563)
H (0.172, 4.136, 2.167)
H (-0.387, 3.882, 4.574)
H (-1.630, 1.880, 5.341)
H (-2.299, 0.144, 3.713)
C (0.529, -5.446, -1.912)
O (0.917, -5.066, -0.590)
P (1.234, -3.533, -0.239)
O (1.205, -3.645, 1.357)
C (0.542, -2.668, 2.174)
O (2.785, -3.371, -0.477)
C (3.325, -3.514, -1.804)
H (1.163, -6.283, -2.208)
H (0.647, -4.623, -2.619)
H (-0.517, -5.750, -1.893)
H (-0.210, -3.190, 2.768)
H (0.066, -1.907, 1.559)
H (1.279, -2.200, 2.823)
H (4.397, -3.370, -1.695)
H (2.901, -2.759, -2.468)
H (3.128, -4.525, -2.168)
C (0.215, -2.417, -1.014)
C (-1.182, -2.903, -1.123)
C (-1.797, -3.698, -0.147)
C (-3.068, -4.220, -0.330)
C (-3.779, -3.935, -1.485)
C (-3.202, -3.113, -2.446)
C (-1.928, -2.604, -2.274)
H (-1.270, -3.930, 0.773)
H (-3.511, -4.833, 0.448)
H (-4.779, -4.328, -1.626)
H (-3.753, -2.863, -3.344)
H (-1.470, -1.974, -3.026)
O (1.886, 0.557, -5.072)
Se (1.425, -0.782, -4.285)
O (-0.149, -0.654, -3.777)
O (2.240, -0.867, -2.797)
O (1.716, -2.158, -5.096)

Summary:
<S²> = 6.0514
2S+1 = 5
frontier orbital gap (alpha / beta) = 3.42 / 6.62 eV
total charge = -2
E_LUMO (alpha / beta) = 3.913 / 3.906 eV
ΔE to the lowest compared entry with this formula, charge and spin = 235.8 kJ/mol
HOMO level (alpha / beta) = 0.494 / -2.712 eV



5.
# C34H37N3O9PRhSSe

C34H37N3O9PRhSSe as an isolated structure (ωB97M-V/def2-TZVPD, OMol25).

Geometry (Å):
Rh (0.136, -0.391, 0.019)
O (-1.683, -7.091, -1.516)
C (-1.859, -5.899, -2.294)
C (-1.160, -4.686, -1.744)
C (-0.438, -3.820, -2.615)
C (0.066, -2.652, -2.100)
N (-0.037, -2.283, -0.819)
C (-0.657, -3.164, 0.067)
C (-1.250, -4.350, -0.432)
C (-0.650, -2.791, 1.427)
C (-1.118, -3.600, 2.485)
C (-1.042, -3.161, 3.778)
C (-1.490, -4.022, 4.920)
O (-0.398, -4.770, 5.490)
C (-0.478, -1.903, 4.040)
C (-0.041, -1.147, 2.976)
N (-0.111, -1.566, 1.709)
H (-1.786, -6.855, -0.590)
H (-2.926, -5.683, -2.404)
H (-1.468, -6.127, -3.284)
H (-0.303, -4.058, -3.663)
H (0.610, -1.974, -2.743)
H (-1.807, -4.971, 0.264)
H (-1.553, -4.569, 2.270)
H (-2.223, -4.756, 4.591)
H (-1.949, -3.395, 5.687)
H (0.365, -4.183, 5.487)
H (-0.426, -1.492, 5.041)
H (0.367, -0.159, 3.130)
N (0.396, 1.313, 1.266)
S (1.530, 2.172, 1.985)
C (1.845, 1.823, 3.612)
C (3.135, 1.282, 3.956)
C (3.428, 0.960, 5.253)
C (2.465, 1.148, 6.300)
C (1.196, 1.680, 5.956)
C (0.867, 2.017, 4.669)
C (0.776, 3.795, 2.141)
C (-0.526, 4.038, 1.739)
C (-1.044, 5.326, 1.880)
C (-0.269, 6.347, 2.403)
C (1.036, 6.086, 2.809)
C (1.558, 4.808, 2.683)
H (-0.569, 1.472, 1.600)
H (3.870, 1.114, 3.170)
H (4.402, 0.543, 5.485)
H (2.696, 0.880, 7.323)
H (0.447, 1.810, 6.732)
H (-0.128, 2.385, 4.433)
H (-1.143, 3.229, 1.349)
H (-2.067, 5.519, 1.576)
H (-0.681, 7.345, 2.505)
H (1.644, 6.876, 3.235)
H (2.562, 4.578, 3.026)
C (-0.770, 0.417, -4.402)
O (-0.744, 0.019, -3.033)
P (0.155, 0.764, -1.925)
O (1.621, 0.839, -2.657)
C (2.761, 0.201, -2.081)
O (-1.604, 2.700, -2.687)
C (-2.722, 2.064, -1.981)
H (-1.476, 1.232, -4.543)
H (-1.091, -0.452, -4.975)
H (0.218, 0.727, -4.743)
H (3.169, -0.510, -2.800)
H (2.512, -0.331, -1.165)
H (3.517, 0.955, -1.858)
H (-2.850, 2.515, -0.998)
H (-2.569, 0.993, -1.848)
H (-3.597, 2.233, -2.601)
C (-0.367, 2.489, -2.213)
C (0.401, 3.664, -1.923)
C (-0.135, 4.931, -2.240)
C (0.577, 6.088, -1.982)
C (1.840, 6.026, -1.400)
C (2.376, 4.784, -1.068)
C (1.676, 3.622, -1.324)
H (-1.122, 4.976, -2.679)
H (0.137, 7.052, -2.216)
H (2.386, 6.935, -1.176)
H (3.338, 4.724, -0.572)
H (2.088, 2.676, -1.002)
O (-3.236, -0.666, 2.190)
Se (-3.081, 0.319, 0.898)
O (-4.476, 0.664, 0.116)
O (-2.090, -0.456, -0.236)
O (-2.285, 1.716, 1.305)

Summary:
<S²> = 6.0683
2S+1 = 5
frontier orbital gap (alpha / beta) = 3.70 / 6.77 eV
total charge = -2
E_LUMO (alpha / beta) = 4.221 / 3.842 eV
ΔE to the lowest compared entry with this formula, charge and spin = 252.8 kJ/mol
HOMO level (alpha / beta) = 0.519 / -2.926 eV



no.,F_max (Eh/bohr)
1,0.0222
2,0.2075
3,0.0441
4,0.0146
5,0.0135